1.
{"formula": "C5H8O", "method": "ωB97M-V with the def2-TZVPD basis set", "elements": ["C", "C", "C", "C", "O", "C", "H", "H", "H", "H", "H", "H", "H", "H"], "coordinates": [[-0.6881, 1.9707, 0.6008], [-0.5357, 0.5171, 0.8609], [1.7351, -1.3005, 0.1271], [0.7568, -1.7826, -0.6321], [-0.5860, -1.6112, -0.4075], [-0.9848, -0.2620, -0.2971], [0.3333, 2.3688, 0.7160], [-1.2499, 2.4539, 1.4096], [-1.0715, 2.2945, -0.3827], [2.7696, -1.4747, -0.1496], [1.5171, -0.7482, 1.0367], [0.9484, -2.3840, -1.5205], [-2.0747, -0.2727, -0.0806], [-0.8697, 0.2309, -1.2810]], "homo_energy_ev": -8.7, "fmax_ev_per_a": 0.39, "orbital_gap_ev": 8.72, "charge": 0, "spin_multiplicity": 1}



2.
{"formula": "C5H8O", "method": "ωB97M-V with the def2-TZVPD basis set", "elements": ["O", "C", "C", "C", "C", "C", "H", "H", "H", "H", "H", "H", "H", "H"], "coordinates": [[-0.1932, 1.4689, -0.4553], [-0.7997, 0.5276, 0.6645], [-1.1315, -0.7067, -0.1828], [0.3834, -1.0087, -0.0288], [1.0620, -0.0065, -0.8811], [0.3157, -0.1781, 1.2472], [0.4026, 2.0488, 0.0485], [-1.5439, 1.1340, 1.1850], [-1.5145, -0.5403, -1.1961], [-1.7585, -1.4167, 0.3575], [0.7720, -2.0349, -0.0648], [0.7842, 0.2218, -1.9079], [2.0863, 0.2526, -0.6168], [1.1352, 0.2382, 1.8309]], "homo_energy_ev": [-6.7, -6.7], "fmax_ev_per_a": 0.37, "orbital_gap_ev": [7.09, 7.10], "charge": 0, "spin_multiplicity": 1}



3.
{"formula": "C5H8O", "method": "ωB97M-V with the def2-TZVPD basis set", "elements": ["C", "C", "C", "C", "O", "C", "H", "H", "H", "H", "H", "H", "H", "H"], "coordinates": [[1.4551, 0.0371, -1.2301], [1.4064, -0.2467, 0.0720], [0.6616, 0.6008, 1.0223], [-0.5937, 1.0452, 0.8920], [-1.5558, 0.6182, 0.0364], [-1.6228, -0.7734, -0.2312], [0.9001, 0.8857, -1.6248], [2.0638, -0.5352, -1.9232], [1.9934, -1.0766, 0.4685], [1.2266, 1.0020, 1.8619], [-0.9734, 1.8407, 1.5305], [-1.1721, -1.3350, 0.5951], [-1.1051, -1.0398, -1.1583], [-2.6842, -1.0231, -0.3109]], "homo_energy_ev": -8.6, "fmax_ev_per_a": 0.29, "smiles": "C=C/C=C\\OC", "orbital_gap_ev": 9.74, "charge": 0, "spin_multiplicity": 1}



4.
{"formula": "C5H8O", "method": "ωB97M-V with the def2-TZVPD basis set", "elements": ["C", "C", "C", "C", "C", "O", "H", "H", "H", "H", "H", "H", "H", "H"], "coordinates": [[2.6981, -0.0929, -0.1088], [1.4180, -0.1427, 0.3128], [0.3819, -0.1467, -0.6884], [-0.9349, 0.4118, -0.3010], [-1.9142, -0.7702, -0.1921], [-1.0828, 1.1487, 0.9159], [3.5332, -0.0024, 0.5837], [1.2163, -0.1117, 1.3889], [2.9293, -0.0886, -1.1711], [-1.2706, 1.0294, -1.1526], [-1.6260, -1.4265, 0.6353], [-2.9095, -0.3720, 0.0258], [-1.9439, -1.3489, -1.1168], [-0.4949, 1.9128, 0.8685]], "homo_energy_ev": -8.3, "fmax_ev_per_a": 0.35, "orbital_gap_ev": 7.63, "charge": 0, "spin_multiplicity": 1}



5.
{"formula": "C5H8O", "method": "ωB97M-V with the def2-TZVPD basis set", "elements": ["C", "O", "C", "C", "C", "C", "H", "H", "H", "H", "H", "H", "H", "H"], "coordinates": [[1.1454, -0.4368, 0.7724], [1.4980, 0.9328, 0.4247], [0.8561, 1.6291, -0.4790], [-0.3529, -0.5471, 0.9524], [-1.0368, -0.2356, -0.3818], [-0.2558, 0.8487, -1.1596], [1.7090, -0.6460, 1.6845], [1.5093, -1.0922, -0.0298], [-0.6569, 0.1709, 1.7248], [-0.6158, -1.5475, 1.3098], [-2.0644, 0.1017, -0.2107], [-1.1012, -1.1528, -0.9804], [-0.9226, 1.5803, -1.6220], [0.2884, 0.3947, -2.0055]], "homo_energy_ev": -8.0, "fmax_ev_per_a": 0.49, "orbital_gap_ev": 8.90, "charge": 0, "spin_multiplicity": 1}



6.
{"formula": "C5H8O", "method": "ωB97M-V with the def2-TZVPD basis set", "elements": ["C", "C", "O", "C", "C", "C", "H", "H", "H", "H", "H", "H", "H", "H"], "coordinates": [[-1.8434, 0.3554, 0.0118], [-0.7631, -0.5422, 0.7289], [-0.6313, -0.2643, 1.9987], [0.4918, -0.5295, -0.0764], [1.1751, 0.3230, -1.0437], [1.8666, -0.1947, 0.2516], [-1.9086, 0.0912, -1.0523], [-2.8075, 0.1913, 0.5030], [-1.5571, 1.4077, 0.1242], [-1.1500, -1.5940, 0.4688], [0.8207, 1.3529, -1.1542], [1.5916, -0.1049, -1.9589], [2.6766, -0.9021, 0.0589], [2.0102, 0.4406, 1.1289]], "homo_energy_ev": [-9.7, -8.0], "fmax_ev_per_a": 1.71, "orbital_gap_ev": [9.52, 6.48], "charge": 0, "spin_multiplicity": 1}



7.
{"formula": "C5H8O", "method": "ωB97M-V with the def2-TZVPD basis set", "elements": ["O", "C", "C", "C", "C", "C", "H", "H", "H", "H", "H", "H", "H", "H"], "coordinates": [[-0.6842, -2.1850, 1.3965], [-0.1152, -1.2417, 0.7674], [-0.0241, 0.2093, 1.1264], [0.4635, 1.0551, -0.0572], [-0.4176, 0.8680, -1.2944], [0.1048, -2.1293, -0.2470], [-1.0197, 0.5188, 1.4689], [0.6292, 0.3217, 2.0044], [0.4902, 2.1135, 0.2289], [1.4992, 0.7716, -0.2826], [0.0023, 1.3642, -2.1739], [-1.4236, 1.2696, -1.1209], [-0.5149, -0.1955, -1.5300], [1.0101, -2.7404, -0.2864]], "homo_energy_ev": -8.8, "fmax_ev_per_a": 0.33, "orbital_gap_ev": 9.52, "charge": 0, "spin_multiplicity": 1}



8.
{"formula": "C5H8O", "method": "ωB97M-V with the def2-TZVPD basis set", "elements": ["C", "C", "C", "C", "C", "O", "H", "H", "H", "H", "H", "H", "H", "H"], "coordinates": [[-1.4884, -0.2530, -0.2310], [-1.2442, 1.2550, 0.0228], [-0.3708, -0.8062, 0.5622], [0.8510, -0.9198, -0.2131], [2.1003, -0.4218, 0.4367], [1.8536, -1.7800, 0.3550], [-1.4641, -0.4798, -1.3044], [-2.4628, -0.5538, 0.1615], [-2.1841, 1.7850, 0.1509], [-0.6856, 1.7159, -0.7907], [-0.6791, 1.4047, 0.9479], [0.8542, -0.9236, -1.3062], [2.8874, -0.0487, -0.2140], [2.0325, 0.0261, 1.4224]], "homo_energy_ev": -8.5, "fmax_ev_per_a": 0.37, "orbital_gap_ev": 8.42, "charge": 0, "spin_multiplicity": 1}



9.
{"formula": "C5H8O", "method": "ωB97M-V with the def2-TZVPD basis set", "elements": ["O", "C", "C", "C", "C", "C", "H", "H", "H", "H", "H", "H", "H", "H"], "coordinates": [[2.7469, -0.4574, -0.1465], [1.8720, 0.3754, -0.0832], [0.5480, 0.0120, 0.4789], [-0.2776, -1.1125, -0.1958], [-1.4477, -0.1403, -0.4216], [-0.6656, 0.9787, 0.2974], [2.1698, 1.4176, -0.2807], [1.0763, -0.4035, 1.3857], [0.1756, -1.5290, -1.0949], [-0.5209, -1.9268, 0.4918], [-1.6613, 0.0581, -1.4755], [-2.3842, -0.4180, 0.0692], [-0.4784, 1.8440, -0.3582], [-1.1462, 1.3448, 1.2032]], "homo_energy_ev": -9.7, "fmax_ev_per_a": 2.04, "smiles": "O=CC1CCC1", "orbital_gap_ev": 10.57, "charge": 0, "spin_multiplicity": 1}



10.
{"formula": "C5H8O", "method": "ωB97M-V with the def2-TZVPD basis set", "elements": ["C", "C", "O", "C", "C", "C", "H", "H", "H", "H", "H", "H", "H", "H"], "coordinates": [[0.2292, 1.4676, 1.1788], [0.4564, 0.7482, -0.1458], [1.5578, -0.0054, -0.1415], [-0.2293, -1.2916, -1.4086], [-0.2757, -1.6561, -0.0847], [-0.7089, -0.2496, -0.5771], [1.0753, 2.1418, 1.3513], [0.2159, 0.7352, 1.9942], [-0.6981, 2.0498, 1.2042], [0.3874, 1.4794, -0.9773], [-0.1864, -1.6786, -2.4144], [-0.8417, -2.5091, 0.2903], [0.7867, -1.2723, 0.3794], [-1.7244, 0.1208, -0.6980]], "homo_energy_ev": [-8.9, -8.9], "fmax_ev_per_a": 0.70, "orbital_gap_ev": [8.07, 8.07], "charge": 0, "spin_multiplicity": 1}



11.
{"formula": "C5H8O", "method": "ωB97M-V with the def2-TZVPD basis set", "elements": ["C", "C", "C", "C", "C", "O", "H", "H", "H", "H", "H", "H", "H", "H"], "coordinates": [[-1.6453, -0.1057, -0.5473], [-0.6165, 0.1909, 0.5251], [0.2140, 1.4651, 0.3802], [0.8073, 0.1436, 0.1607], [1.8316, -0.6366, -0.1275], [1.7917, -2.0017, -0.1113], [-1.2521, 0.2002, -1.5233], [-1.8698, -1.1767, -0.6034], [-2.5834, 0.4328, -0.3715], [-0.8937, -0.0930, 1.5417], [-0.0275, 2.1042, -0.4687], [0.4887, 2.0083, 1.2825], [2.8158, -0.2684, -0.4062], [0.9392, -2.2631, 0.2690]], "homo_energy_ev": -8.7, "fmax_ev_per_a": 0.43, "smiles": "C[C@@H]1C/C1=C/O", "orbital_gap_ev": 9.60, "charge": 0, "spin_multiplicity": 1}



12.
{"formula": "C5H8O", "method": "ωB97M-V with the def2-TZVPD basis set", "elements": ["C", "C", "C", "C", "C", "O", "H", "H", "H", "H", "H", "H", "H", "H"], "coordinates": [[-1.8626, -1.0624, 1.6153], [-1.3576, -0.2999, 0.4755], [-0.6638, 0.0264, -0.4561], [0.5265, -0.0410, -1.3117], [1.5832, 1.0197, -0.9622], [1.6732, 1.2663, 0.4197], [-1.1412, -1.8781, 1.7435], [-1.8776, -0.4828, 2.5411], [-2.8444, -1.5068, 1.4359], [0.9344, -1.0285, -1.0649], [0.2967, -0.0357, -2.3816], [2.5586, 0.6264, -1.2622], [1.3998, 1.9476, -1.5250], [0.7749, 1.4487, 0.7326]], "homo_energy_ev": -9.5, "fmax_ev_per_a": 0.66, "smiles": "CC#CCCO", "orbital_gap_ev": 10.44, "charge": 0, "spin_multiplicity": 1}